{
  "formula": "C56H87F2N11",
  "method": "ωB97M-V with the def2-TZVPD basis set",
  "elements": ["C", "C", "C", "C", "N", "H", "H", "H", "H", "H", "H", "H", "C", "C", "C", "C", "N", "H", "H", "H", "H", "H", "H", "H", "C", "C", "C", "C", "N", "H", "H", "H", "H", "H", "H", "H", "C", "C", "C", "C", "N", "H", "H", "H", "H", "H", "H", "H", "C", "C", "C", "C", "N", "H", "H", "H", "H", "H", "H", "H", "C", "C", "C", "C", "N", "H", "H", "H", "H", "H", "H", "H", "C", "C", "C", "C", "N", "H", "H", "H", "H", "H", "H", "H", "C", "C", "C", "C", "N", "H", "H", "H", "H", "H", "H", "H", "C", "C", "C", "C", "N", "H", "H", "H", "H", "H", "H", "H", "C", "C", "C", "C", "N", "H", "H", "H", "H", "H", "H", "H", "C", "C", "C", "C", "N", "H", "H", "H", "H", "H", "H", "H", "F", "C", "C", "C", "C", "C", "C", "H", "H", "H", "H", "H", "F", "C", "C", "C", "C", "C", "C", "H", "H", "H", "H", "H"],
  "coordinates": [[-5.502, -1.245, -3.235], [-4.758, -1.041, -1.847], [-3.646, -2.092, -1.582], [-3.890, -3.416, -2.057], [-4.055, -4.472, -2.481], [-6.178, -0.391, -3.282], [-6.173, -2.103, -3.256], [-4.859, -1.359, -4.108], [-5.506, -1.195, -1.069], [-4.249, -0.085, -1.726], [-3.549, -2.186, -0.501], [-2.673, -1.871, -2.020], [1.894, -3.296, 2.079], [2.935, -2.247, 2.134], [4.138, -2.472, 3.122], [4.768, -3.815, 2.938], [5.222, -4.893, 2.756], [1.131, -3.168, 1.312], [1.352, -3.232, 3.022], [2.295, -4.304, 1.973], [2.436, -1.305, 2.360], [3.343, -2.172, 1.126], [3.734, -2.362, 4.129], [4.880, -1.678, 3.040], [0.467, -1.633, -5.423], [-0.119, -2.681, -4.450], [0.130, -4.199, -4.874], [1.144, -4.442, -5.905], [1.935, -4.651, -6.709], [0.166, -0.607, -5.215], [0.202, -1.842, -6.459], [1.549, -1.500, -5.394], [-1.144, -2.449, -4.160], [0.343, -2.614, -3.466], [-0.791, -4.569, -5.323], [0.285, -4.837, -4.003], [-0.093, -0.245, 4.147], [0.909, -0.871, 5.081], [2.146, -0.019, 5.196], [3.172, -0.805, 5.881], [3.923, -1.454, 6.458], [0.335, 0.081, 3.200], [-0.523, 0.635, 4.626], [-0.962, -0.882, 3.977], [1.161, -1.879, 4.753], [0.433, -1.065, 6.042], [1.883, 0.868, 5.773], [2.637, 0.294, 4.274], [-0.502, -0.865, -0.306], [-1.044, 0.508, 0.197], [-0.121, 1.739, 0.056], [1.153, 1.502, 0.694], [2.110, 1.265, 1.274], [0.450, -1.094, 0.174], [-0.400, -1.000, -1.382], [-1.173, -1.645, 0.053], [-1.260, 0.409, 1.261], [-1.915, 0.718, -0.423], [-0.643, 2.541, 0.577], [0.046, 2.049, -0.976], [-2.385, 5.348, 2.080], [-2.348, 6.377, 1.013], [-0.975, 6.915, 0.584], [0.059, 5.865, 0.305], [0.858, 5.056, 0.149], [-2.183, 5.865, 3.018], [-1.651, 4.552, 1.956], [-3.353, 4.856, 2.170], [-3.085, 7.131, 1.291], [-2.772, 6.044, 0.066], [-0.601, 7.535, 1.399], [-1.000, 7.576, -0.282], [3.581, 3.030, -1.189], [4.674, 1.945, -1.271], [4.906, 1.079, -0.040], [5.309, 1.711, 1.189], [5.629, 2.217, 2.200], [3.621, 3.578, -0.247], [2.609, 2.545, -1.277], [3.692, 3.757, -1.994], [5.577, 2.541, -1.402], [4.571, 1.372, -2.193], [5.670, 0.353, -0.319], [4.044, 0.438, 0.141], [0.709, 2.912, -4.315], [1.034, 4.462, -4.402], [-0.204, 5.376, -4.256], [-1.086, 5.135, -3.057], [-1.780, 4.957, -2.136], [-0.210, 2.747, -4.876], [0.500, 2.660, -3.275], [1.451, 2.257, -4.772], [1.569, 4.575, -5.345], [1.745, 4.662, -3.600], [-0.738, 5.196, -5.190], [0.066, 6.431, -4.315], [0.678, -7.246, -0.113], [-0.293, -7.333, -1.371], [-1.545, -6.434, -1.174], [-1.153, -5.015, -1.272], [-0.869, -3.929, -1.336], [1.323, -8.100, 0.094], [0.028, -7.149, 0.756], [1.340, -6.385, -0.218], [-0.508, -8.389, -1.536], [0.152, -6.911, -2.272], [-1.949, -6.617, -0.179], [-2.345, -6.604, -1.896], [2.013, 6.384, 3.778], [3.181, 5.353, 3.578], [2.689, 4.088, 2.911], [1.372, 3.661, 3.389], [0.317, 3.301, 3.731], [1.410, 6.657, 2.912], [2.463, 7.316, 4.119], [1.323, 6.041, 4.550], [3.593, 5.174, 4.571], [4.084, 5.736, 3.102], [3.439, 3.299, 2.957], [2.614, 4.315, 1.847], [-2.008, -4.288, 2.074], [-2.710, -3.938, 3.399], [-4.106, -3.234, 3.273], [-4.085, -1.995, 2.462], [-4.054, -1.017, 1.861], [-1.575, -3.440, 1.544], [-2.567, -4.912, 1.376], [-1.100, -4.864, 2.252], [-2.083, -3.154, 3.823], [-2.843, -4.856, 3.971], [-4.491, -2.965, 4.256], [-4.862, -3.931, 2.914], [4.116, -5.240, -2.530], [3.915, -3.929, -2.855], [2.749, -3.199, -2.528], [2.732, -1.827, -2.703], [3.845, -1.202, -3.284], [4.979, -1.927, -3.718], [4.985, -3.297, -3.508], [1.901, -3.693, -2.079], [1.909, -1.230, -2.340], [3.846, -0.125, -3.360], [5.823, -1.391, -4.125], [5.893, -3.839, -3.726], [-3.860, 2.591, -0.859], [-4.857, 2.738, 0.089], [-4.665, 2.280, 1.412], [-5.634, 2.525, 2.423], [-6.804, 3.092, 2.051], [-7.079, 3.415, 0.696], [-6.104, 3.286, -0.257], [-3.712, 1.884, 1.732], [-5.509, 2.331, 3.477], [-7.536, 3.278, 2.822], [-8.062, 3.784, 0.444], [-6.227, 3.659, -1.263]],
  "e_above_lowest_kcal_mol": 21.7,
  "charge": 0,
  "homo_energy_ev": -9.3,
  "e_tot_ev": -81305.5241,
  "lumo_ha": 0.01244,
  "homo_lumo_gap_ha": 0.3535
}